1.
{
  "formula": "C35H52BrN3OP2W",
  "method": "wB97M-V/def2-TZVPD",
  "species": ["C", "C", "C", "C", "N", "C", "C", "C", "C", "C", "C", "C", "C", "C", "W", "P", "H", "H", "H", "H", "H", "H", "H", "H", "C", "C", "H", "H", "H", "H", "H", "C", "C", "H", "H", "H", "H", "H", "C", "C", "H", "H", "H", "H", "H", "Br", "P", "C", "C", "H", "H", "H", "H", "H", "C", "C", "H", "H", "H", "H", "H", "C", "C", "H", "H", "H", "H", "H", "C", "C", "N", "C", "C", "C", "O", "C", "C", "C", "C", "N", "C", "H", "H", "H", "H", "H", "H", "H", "H", "H", "H", "H", "H", "H", "H"],
  "positions_angstrom": [[-0.104, 6.830, -4.691], [-0.268, 5.461, -4.951], [-0.585, 5.069, -6.273], [-0.738, 6.060, -7.251], [-0.588, 7.356, -6.979], [-0.279, 7.744, -5.741], [-0.166, 4.497, -3.884], [-0.363, 3.490, -3.234], [-0.545, 2.382, -2.431], [0.436, 2.302, -1.460], [0.329, 1.187, -0.646], [-0.842, 0.263, -0.727], [-1.854, 0.473, -1.648], [-1.620, 1.490, -2.580], [0.330, -0.118, 0.851], [2.493, -1.040, 0.183], [-0.734, 4.021, -6.535], [0.129, 7.191, -3.692], [-0.990, 5.791, -8.281], [-0.166, 8.814, -5.564], [-2.280, 1.662, -3.433], [1.226, 3.048, -1.306], [-2.790, -0.094, -1.648], [1.305, 1.077, 0.113], [2.767, -2.676, 0.961], [3.761, -3.639, 0.299], [1.779, -3.159, 1.019], [3.070, -2.473, 1.999], [3.852, -4.533, 0.933], [3.427, -3.988, -0.687], [4.766, -3.214, 0.193], [2.467, -1.346, -1.632], [3.489, -0.597, -2.489], [1.457, -1.099, -1.997], [2.571, -2.430, -1.779], [3.255, -0.764, -3.550], [3.469, 0.486, -2.318], [4.514, -0.954, -2.327], [3.928, 0.011, 0.628], [5.322, -0.623, 0.568], [3.739, 0.357, 1.658], [3.883, 0.906, -0.013], [6.074, 0.141, 0.815], [5.437, -1.433, 1.299], [5.577, -1.012, -0.426], [-0.833, -2.270, 0.689], [-2.036, -3.388, -2.845], [-0.253, -3.565, -2.512], [0.218, -4.972, -2.908], [-0.058, -3.367, -1.443], [0.266, -2.793, -3.110], [1.285, -4.955, -3.149], [0.071, -5.697, -2.104], [-0.325, -5.328, -3.787], [-2.999, -3.402, -1.309], [-4.412, -3.991, -1.370], [-3.026, -2.373, -0.924], [-2.409, -4.010, -0.609], [-4.768, -4.125, -0.342], [-5.125, -3.333, -1.882], [-4.434, -4.973, -1.860], [-2.289, -1.804, -3.724], [-2.617, -2.008, -5.208], [-1.380, -1.198, -3.608], [-3.119, -1.285, -3.219], [-2.998, -1.072, -5.627], [-1.728, -2.291, -5.776], [-3.385, -2.776, -5.347], [1.362, 1.900, 7.999], [0.390, 0.748, 7.895], [-0.122, 0.573, 6.525], [-0.492, -0.809, 6.152], [-1.974, -1.137, 6.244], [-0.855, 1.622, 5.996], [-1.146, 2.624, 6.645], [-1.275, 1.502, 4.550], [-2.527, 2.024, 4.212], [-2.930, 1.927, 2.886], [-2.082, 1.387, 1.929], [-0.849, 0.870, 2.260], [-0.433, 0.966, 3.574], [2.177, 1.769, 7.285], [1.780, 1.917, 9.008], [0.854, 2.846, 7.811], [0.884, -0.193, 8.149], [-0.453, 0.907, 8.586], [-0.140, -0.974, 5.122], [0.091, -1.457, 6.816], [-2.531, -0.701, 5.409], [-2.088, -2.224, 6.197], [-2.398, -0.787, 7.192], [-3.145, 2.496, 4.974], [-3.904, 2.297, 2.567], [-2.364, 1.334, 0.873], [0.582, 0.630, 3.778]],
  "mulliken_charge": [-0.48, 0.56, -0.35, -0.37, -0.45, -0.36, 0.49, -1.34, 1.20, -0.55, 0.54, -0.83, -1.04, -0.12, 0.71, 0.87, 0.38, 0.41, 0.38, 0.38, 0.63, 0.59, 1.06, -0.23, -0.60, -1.12, 0.39, 0.50, 0.42, 0.26, 0.27, 0.53, -1.57, -0.37, 0.34, 0.43, 0.32, 0.34, -0.54, -1.29, 0.57, 0.49, 0.42, 0.35, 0.27, -0.29, 0.24, 0.99, -1.46, -0.67, 0.26, 0.38, 0.39, 0.46, -0.03, -1.44, 0.07, 0.44, 0.41, 0.35, 0.39, 0.23, -1.49, 0.02, 0.38, 0.41, 0.38, 0.40, -1.23, -0.26, 0.17, -0.53, -1.06, 0.11, -0.56, -0.26, -0.29, -1.04, -0.07, -0.12, -0.01, 0.28, 0.41, 0.35, 0.38, 0.28, 0.11, 0.56, 0.24, 0.42, 0.33, 0.56, 0.49, 0.50, 0.90],
  "multiplicity": 3,
  "gap_ev": [3.3, 3.2],
  "homo_ev": [-17.359, -17.346],
  "charge": 4,
  "relative_energy_kj_mol": 0.00,
  "e_tot_ha": -4926.4495
}



2.
{
  "formula": "C20H18BeN2O2S4",
  "method": "wB97M-V/def2-TZVPD",
  "species": ["Be", "O", "N", "C", "C", "C", "C", "C", "S", "H", "H", "H", "H", "S", "C", "N", "C", "C", "C", "C", "C", "C", "S", "H", "H", "H", "H", "C", "C", "C", "C", "C", "C", "C", "S", "C", "O", "H", "H", "H", "H", "H", "H", "H", "H", "H", "H"],
  "positions_angstrom": [[-0.979, -1.573, -0.637], [-0.841, -1.346, 0.879], [-1.680, -2.162, 1.587], [-1.685, -2.021, 2.965], [-2.459, -2.871, 3.705], [-3.219, -3.876, 3.100], [-3.149, -4.002, 1.676], [-2.377, -3.157, 0.935], [-2.178, -3.175, -0.811], [-1.084, -1.215, 3.349], [-2.467, -2.740, 4.780], [-3.832, -4.544, 3.686], [-3.705, -4.765, 1.152], [-1.278, -0.823, -3.713], [0.152, -0.756, -2.848], [0.315, -1.017, -1.550], [1.613, -0.791, -1.101], [2.058, -0.919, 0.214], [3.380, -0.628, 0.495], [4.261, -0.212, -0.504], [3.823, -0.073, -1.810], [2.495, -0.357, -2.097], [1.646, -0.241, -3.608], [1.359, -1.230, 0.976], [3.734, -0.722, 1.513], [5.293, 0.002, -0.259], [4.497, 0.255, -2.591], [2.959, 3.338, 0.103], [1.570, 2.794, -0.077], [0.784, 2.453, 1.015], [-0.473, 1.887, 0.846], [-0.956, 1.675, -0.433], [-0.200, 2.033, -1.542], [1.053, 2.588, -1.356], [-2.472, 0.709, -0.533], [-3.350, 1.697, -1.743], [-3.181, 0.898, 0.756], [3.163, 3.550, 1.152], [3.103, 4.258, -0.466], [3.700, 2.615, -0.245], [1.170, 2.600, 2.017], [-1.076, 1.574, 1.688], [-0.557, 1.837, -2.546], [1.655, 2.837, -2.223], [-3.495, 2.688, -1.314], [-4.303, 1.201, -1.908], [-2.787, 1.729, -2.673]],
  "mulliken_charge": [-0.52, -0.04, 0.17, -0.57, -0.58, -0.32, -0.69, 0.46, -0.45, 0.44, 0.33, 0.37, 0.36, -0.33, 0.18, 0.49, -0.48, -0.48, -0.72, -0.62, -0.41, 0.89, -0.28, 0.68, 0.40, 0.38, 0.39, -1.41, 0.86, -0.70, -0.65, 0.28, -0.58, -0.45, 1.06, -1.20, -0.78, 0.36, 0.37, 0.21, 0.29, 0.47, 0.35, 0.37, 0.38, 0.40, 0.31],
  "multiplicity": 2,
  "gap_ev": [3.9, 7.1],
  "homo_ev": [-1.453, -4.586],
  "charge": -1,
  "e_tot_ha": -2640.5679
}